# 1
# C8H13F2NO6

A cluster of 2 separate species, C8H13F2NO6 in total (ωB97M-V/def2-TZVPD, the Open Molecules 2025 dataset).

Highest occupied orbital energy: 2.00 eV
Gap between HOMO and LUMO: 2.68 eV
Energy: -1018.14168 Eh
LUMO energy: 4.7 eV
Total charge: -2
Multiplicity: 1

Geometry (Å):
C 3.197392 -1.238330 -0.383274
O 2.409414 -0.516135 -1.419222
C 1.180629 0.026546 -0.821200
C 0.034598 -1.145087 -0.486180
O -0.266101 -1.787146 -1.771121
C -0.035278 -3.236976 -1.756090
N -1.122686 -0.402983 0.148169
C -2.341910 -0.338201 -0.743843
O -2.700512 0.901480 -1.178746
F -3.185683 -1.488794 -1.165986
C -1.435990 -0.882442 1.547475
O -1.152837 -0.036135 2.576683
F -1.983188 -2.205055 1.928006
H 2.734749 -2.302527 -0.163611
H 4.310071 -1.323649 -0.770907
H 3.205549 -0.538473 0.564876
H 0.616612 0.788585 -1.542633
H 1.358687 0.570192 0.221135
H 0.510110 -1.837380 0.326724
H 0.659691 -3.628889 -0.901112
H -1.041145 -3.842699 -1.788456
H 0.533295 -3.490437 -2.775223
O 0.201272 2.150505 0.547931
C -0.044679 3.061252 1.500389
C -1.326068 3.928268 1.087174
O -1.554543 4.857880 2.025892
H 0.755187 3.792318 1.713670
H -0.260913 2.679613 2.513886
H -2.130507 3.195583 0.901958
H -1.125214 4.289115 0.063635

Atoms 1-3, force components in eV/Å:
C 0.0 1.0 -0.3
O -0.2 -0.9 1.9
C -1.8 0.3 0.9

# 2
# C3H4N4

A cluster of 2 separate species, C3H4N4 in total (ωB97M-V/def2-TZVPD, the Open Molecules 2025 dataset).

Highest occupied orbital energy: -10.25 eV
Gap between HOMO and LUMO: 10.79 eV
Energy: -335.74184 Eh
Relative energy (zero: lowest compared OMol25 entry of this formula, charge and spin): 82.7 kJ/mol
LUMO energy: 0.5 eV
Multiplicity: 1

Geometry (Å):
C 1.362230 0.328114 0.441185
C -0.188217 -1.019251 -0.330096
C -0.478039 -0.597244 1.048009
H 2.184644 0.991953 0.603194
H 0.172001 -1.996338 -0.364517
H -1.019617 -0.968401 -1.044435
H -1.383587 -0.902305 1.577295
N -1.203911 2.009734 -1.887758
N -0.947580 2.253515 -0.864003
N 1.069499 -0.289079 -0.651011
N 0.432577 0.189302 1.472139

Atoms 1-3, force components in eV/Å:
C -1.2 -0.7 -1.1
C 0.7 1.6 -0.5
C -0.4 0.0 -0.3

# 3
# C5H10N3

The ion C5H10N3 with charge +1 (ωB97M-V/def2-TZVPD, the Open Molecules 2025 dataset).

Highest occupied orbital energy: -15.49 eV
Gap between HOMO and LUMO: 11.40 eV
Energy: -360.45613 Eh
Relative energy (zero: lowest compared OMol25 entry of this formula, charge and spin): 312.4 kJ/mol
LUMO energy: -4.1 eV
Total charge: +1
Multiplicity: 1

Geometry (Å):
C 1.734148 -1.527146 2.136594
C 1.434584 -0.505933 1.218592
C -0.108922 -0.461879 -1.480328
C -0.480941 1.601014 -0.087706
C -0.610862 0.103239 -0.205008
N 0.629979 -2.249669 2.243595
N -0.318926 -1.694327 1.624505
N 0.153477 -0.586712 0.900600
H 2.699452 -1.929682 2.562012
H 1.995485 0.288990 0.756995
H 0.878781 -0.088679 -1.884400
H -0.850184 -0.189930 -2.332242
H -0.069497 -1.629002 -1.602912
H -1.110542 2.219219 0.672707
H -0.954238 1.891419 -1.062238
H 0.505658 2.115093 -0.177398
H -1.731243 -0.363365 0.052338
H -1.272709 -2.004242 1.721690

Atoms 1-3, force components in eV/Å:
C 1.0 -0.8 -0.8
C 0.1 0.4 0.1
C -0.3 -1.7 -4.2

# 4
# C18H54N2O10

A cluster of 8 separate species, C18H54N2O10 in total (ωB97M-V/def2-TZVPD, the Open Molecules 2025 dataset).

Highest occupied orbital energy: -8.85 eV
Gap between HOMO and LUMO: 9.10 eV
Energy: -1579.76463 Eh
Relative energy (zero: lowest compared OMol25 entry of this formula, charge and spin): 778.5 kJ/mol
LUMO energy: 0.3 eV
Multiplicity: 1

Geometry (Å):
C 21.899130 -29.352520 4.212070
O 20.769710 -29.802630 4.951380
C 19.512830 -29.330970 4.330990
C 18.501480 -29.476330 5.484420
N 18.709980 -28.736420 6.743190
C 17.669010 -29.110500 7.700650
C 18.372970 -29.171190 9.100470
O 19.633260 -29.850540 9.018200
C 20.456380 -29.710840 10.168240
H 21.832430 -28.265350 4.170530
H 21.871510 -29.668480 3.169230
H 22.760390 -29.725820 4.766130
H 19.217830 -29.905610 3.452990
H 19.433480 -28.273350 4.079520
H 18.431630 -30.556150 5.615700
H 17.601010 -29.026320 5.066390
H 19.599350 -29.126050 7.021230
H 17.265720 -30.095590 7.466090
H 16.880370 -28.364250 7.604420
H 17.807700 -29.661720 9.892900
H 18.549420 -28.152440 9.445610
H 21.128670 -28.853120 10.147010
H 20.998590 -30.647370 10.298760
H 19.847310 -29.607320 11.066250
C 14.971660 -18.102050 12.973500
O 14.136480 -17.915060 11.881780
C 12.858890 -18.560530 11.909630
C 13.051930 -20.135090 11.534740
N 13.389790 -20.867140 12.782600
C 13.812410 -22.180750 12.504570
C 14.171470 -22.759280 13.888050
O 15.431490 -22.217870 14.191970
C 15.898120 -22.321390 15.573000
H 15.516750 -17.166720 13.100580
H 15.692960 -18.831430 12.604990
H 14.455240 -18.331840 13.905500
H 12.080000 -18.122210 11.285680
H 12.325300 -18.564250 12.860080
H 13.914690 -20.167770 10.869400
H 12.223120 -20.416640 10.885170
H 14.234940 -20.531100 13.221810
H 14.690500 -22.333040 11.876970
H 12.988920 -22.744920 12.066770
H 14.100510 -23.843240 13.978040
H 13.549880 -22.344910 14.681780
H 15.383170 -23.203960 15.952470
H 15.499200 -21.371850 15.929860
H 16.987100 -22.336250 15.617660
C 16.886460 -24.780380 -1.525590
O 16.089480 -25.010700 -2.742120
H 17.702290 -24.127210 -1.835230
H 16.346700 -24.229690 -0.755210
H 17.508520 -25.570720 -1.105460
H 15.556920 -24.231720 -2.918670
C 20.647420 -18.697720 2.545680
O 19.850090 -17.894090 3.338710
H 20.340140 -18.702080 1.499900
H 21.631600 -18.229210 2.548970
H 20.657760 -19.719300 2.925630
H 20.432590 -17.214670 3.686110
C 17.205200 -23.008210 5.340930
O 16.356060 -24.060920 4.970980
H 17.357120 -23.052320 6.419390
H 18.152520 -23.266200 4.867510
H 16.735100 -22.088820 4.991880
H 16.854680 -24.848810 5.199440
C 21.398430 -22.886670 12.618290
O 22.024150 -23.478830 11.428810
H 21.873770 -21.906620 12.659150
H 20.324390 -22.721100 12.533970
H 21.569520 -23.426440 13.549680
H 21.743140 -22.922040 10.699000
C 23.515530 -22.176440 5.918990
O 22.405910 -21.634860 6.580080
H 24.350790 -22.429750 6.571890
H 23.241540 -23.075750 5.367380
H 24.008150 -21.467180 5.253880
H 22.148840 -20.890590 6.030920
C 10.744870 -20.657380 2.225150
O 11.346330 -21.427880 3.196890
H 11.343310 -19.800230 1.916520
H 10.663370 -21.370000 1.404410
H 9.758610 -20.394430 2.607600
H 12.266510 -21.655940 3.045730

Atoms 1-3, force components in eV/Å:
C -0.7 0.2 0.5
O -1.2 0.8 -1.8
C 0.4 0.0 2.9

# 5
# C4H11N2O

A cluster of 2 separate species, C4H11N2O in total (ωB97M-V/def2-TZVPD, the Open Molecules 2025 dataset).

Highest occupied orbital energy: -2.48 eV
Gap between HOMO and LUMO: 6.77 eV
Energy: -343.72814 Eh
Relative energy (zero: lowest compared OMol25 entry of this formula, charge and spin): 113.0 kJ/mol
LUMO energy: 4.3 eV
Total charge: -1
Multiplicity: 1

Geometry (Å):
N 1.651696 0.888692 0.745731
C 0.818376 0.999347 1.937825
O -0.515282 0.765765 1.706153
H 1.182298 0.801986 -0.146961
H 2.368046 1.585227 0.719609
H 1.217989 0.297980 2.690013
H 0.916733 2.016575 2.355253
C -0.228783 0.764885 -2.285031
C -0.580549 -0.365969 -1.615465
N -1.119752 -0.511304 -0.406760
C -1.109137 -1.863887 0.108284
H -0.479642 1.752790 -1.925993
H 0.249132 0.646789 -3.247616
H -0.294101 -1.304765 -2.111694
H -0.716559 0.269553 0.768016
H -2.052686 -2.099265 0.612647
H -1.019872 -2.592233 -0.713725
H -0.287901 -2.052170 0.809717

Atoms 1-3, force components in eV/Å:
N 0.4 -0.6 0.0
C -0.1 0.2 -0.1
O -0.2 -0.2 -0.2

# 6
# C4H6O2

An isolated molecule of C4H6O2 (ωB97M-V/def2-TZVPD, the Open Molecules 2025 dataset).

Highest occupied orbital energy: -9.99 eV
Gap between HOMO and LUMO: 10.90 eV
Energy: -306.44663 Eh
Relative energy (zero: lowest compared OMol25 entry of this formula, charge and spin): 156.7 kJ/mol
LUMO energy: 0.9 eV
Multiplicity: 1

Geometry (Å):
C -0.099583 0.449550 -1.518796
C 0.660488 0.132205 -0.235671
O 0.372394 1.001796 0.881313
C -0.344917 -0.005111 1.610282
C 0.050251 -1.026871 0.551515
O -0.092334 -2.202790 0.379314
H -0.302724 -0.486746 -2.050048
H -1.052121 0.935737 -1.283406
H 0.472559 1.103072 -2.181223
H 1.740133 0.077340 -0.423696
H -1.423724 0.193618 1.640405
H 0.019578 -0.171801 2.630012

Atoms 1-3, force components in eV/Å:
C 0.0 0.0 0.0
C 0.1 -0.1 -0.3
O 0.0 0.2 0.0